DFT (the ωB97M-V functional and the def2-TZVPD basis) results for a structure of composition C13H29Cl3N3S4SiZn at a distorted geometry.

Last column: Löwdin charge in e.
Element x y z (Å)
Zn -0.2401 0.9882 -0.0296  0.208
C -0.7727 0.8001 3.5113  -0.514
C -0.6485 -0.7133 3.5520  -0.507
S -0.8355 -1.4653 1.9207  0.859
C -2.5508 -2.0501 1.9914  -0.520
C -2.8830 -2.7847 0.6978  -0.675
S -2.6315 -1.8495 -0.8145  0.656
C -1.1573 1.9385 -2.1354  -0.494
C -0.5177 3.1665 -1.9727  -0.478
S 0.9165 3.0506 -0.3596  0.753
C 0.7055 3.9425 1.2181  -0.562
C 0.0254 3.1892 2.3611  -0.540
S 0.5394 1.4494 2.4513  0.855
H -0.6541 1.1952 4.5224  0.096
H -1.7369 1.1320 3.1198  0.047
H -1.3713 -1.1335 4.2521  0.093
H 0.3355 -0.9971 3.9274  0.078
H -3.2154 -1.2046 2.1436  0.050
H -2.6373 -2.7428 2.8307  0.088
H -3.9470 -3.0464 0.6923  0.083
H -2.3325 -3.7252 0.6316  0.066
H -3.5265 2.3250 -2.9884  0.011
H -4.4775 1.5819 -1.5875  -0.048
H -1.0329 4.1182 -1.8361  0.034
H 0.3032 3.2935 -2.6847  0.055
H 0.1814 4.8822 1.0412  0.075
H 1.7191 4.2058 1.5236  0.069
H -1.0641 3.2243 2.3129  0.018
H 0.3181 3.6749 3.2932  0.092
C 1.5826 0.4126 -2.9345  -0.050
N 1.9147 -0.9221 -2.4761  -0.141
C 2.2310 -1.8789 -3.5291  -0.036
C 1.6481 -1.3113 -1.2147  -0.405
N 0.7924 -0.6837 -0.4307  0.037
N 2.2903 -2.4451 -0.7901  -0.159
C 3.7147 -2.6233 -1.0571  -0.039
C 1.8095 -3.1549 0.3791  -0.065
H 2.2380 0.6592 -3.7699  0.102
H 1.7622 1.1290 -2.1363  0.042
H 0.5417 0.4961 -3.2503  0.070
H 1.5224 -1.7441 -4.3480  0.098
H 2.1388 -2.8953 -3.1592  0.092
H 3.2394 -1.7256 -3.9179  0.096
H 0.9113 -1.0531 0.5055  -0.050
H 4.0760 -1.8525 -1.7302  0.087
H 3.9105 -3.6014 -1.4988  0.097
H 4.2748 -2.5464 -0.1216  0.097
H 2.1332 -2.6867 1.3184  0.096
H 2.2146 -4.1655 0.3568  0.100
H 0.7246 -3.2226 0.3670  0.060
Cl -2.7713 4.1394 0.1717  0.309
Si -2.4536 2.1022 0.3566  -0.213
Cl -3.0664 1.6401 -1.9558  0.567
Cl -4.1912 1.4882 1.2794  0.258

- Charge: +1
- Kohn-Sham gap (alpha / beta): 6.167 / 5.113 eV
- E_HOMO (alpha / beta): -9.638 / -9.710 eV
- LUMO level (alpha / beta): -3.5 / -4.6 eV

DFT (the ωB97M-V functional and the def2-TZVPD basis) results for a structure of composition C13H29HoN3O2P2 at a distorted geometry.

Last column: Löwdin charge in e.
Element x y z (Å)
Ho 0.1548 0.1815 0.2013  1.298
P -1.8083 -0.5284 2.2534  0.850
P 1.1428 2.7011 -0.8615  0.842
N -0.6724 -1.9017 -0.4003  -0.128
N 0.8422 -0.2859 -1.9537  -0.091
H -0.7976 -3.2075 -2.0845  0.136
H 1.4616 -2.0519 -2.9704  0.142
H 0.7517 -3.2444 -1.1919  0.130
C -0.0498 -2.5880 -1.5557  -0.160
H -0.1582 -1.4927 -3.4003  0.145
C 0.5462 -1.5986 -2.5528  -0.171
H -2.5704 -2.6908 -0.8199  0.151
H 1.6570 0.3295 -3.7832  0.149
C -1.9341 -2.1033 -0.1378  -0.213
C 1.3587 0.6446 -2.7641  -0.221
H -2.4312 -2.8241 1.8133  0.105
C -2.5707 -1.8989 1.2222  -0.374
H -3.6483 -1.7204 1.0776  0.082
H 0.2126 3.6754 -1.3345  -0.018
H 2.2900 3.5387 -0.7412  -0.034
H -3.0395 0.1271 2.5146  -0.035
H -1.7979 -1.2721 3.4617  -0.059
O -1.7764 0.9310 -0.2840  -0.442
C -2.6378 0.4331 -1.2561  -0.598
C -4.0936 0.5552 -0.8646  -0.034
C -2.3669 1.1467 -2.5715  -0.037
H -2.4467 -0.7115 -1.3260  0.104
H -4.3377 -0.1387 -0.0616  0.056
H -4.3147 1.5772 -0.5399  0.101
H -4.7200 0.3048 -1.7303  0.099
H -1.3231 1.0853 -2.8836  0.047
H -2.9876 0.7414 -3.3722  0.093
H -2.6129 2.2063 -2.4208  0.101
C 1.5571 1.9931 -2.4649  -0.292
H 1.9736 2.6061 -3.2720  0.098
C 4.9073 -1.0731 3.1663  -0.002
N 3.7145 -1.3124 2.3559  -0.111
C 3.5089 -2.6424 1.7940  -0.001
C 2.8337 -0.3772 2.0502  -0.444
C 2.9627 1.0311 2.5442  0.034
O 1.8466 -0.7292 1.3129  -0.215
H 5.4188 -2.0308 3.2758  0.098
H 4.6361 -0.6902 4.1593  0.110
H 5.5863 -0.3545 2.6827  0.114
H 2.5463 -3.0624 2.1108  0.108
H 3.5374 -2.6231 0.6965  0.105
H 4.3155 -3.2731 2.1603  0.097
H 3.1490 1.7139 1.6996  0.093
H 2.0292 1.3441 3.0356  0.107
H 3.7862 1.1305 3.2622  0.087

- Charge: +2
- Kohn-Sham gap (alpha / beta): 9.019 / 6.480 eV
- E_HOMO (alpha / beta): -14.967 / -15.003 eV
- Spin multiplicity: 6
- LUMO level (alpha / beta): -5.9 / -8.5 eV
- ⟨S²⟩: 8.785

DFT (the ωB97M-V functional and the def2-TZVPD basis) results for a cluster of 3 separate species, C13H29IN3O2 in total at a distorted geometry.

Last column: Löwdin charge in e.
Element x y z (Å)
C 0.8354 4.5368 1.7852  -0.088
C 1.3482 3.3748 2.6927  -0.208
C 2.1572 2.2785 1.9731  -0.160
N 1.4131 1.5547 0.8770  -0.037
C 1.8553 0.1137 0.9101  -0.294
C 0.9786 -0.7463 1.8296  -0.691
C 1.6273 -2.1670 1.8343  -0.154
I -0.9716 -1.0047 0.8840  0.928
C 1.9479 2.0325 -0.3425  -0.395
N 1.2066 2.7539 -1.1519  0.275
N 3.2123 1.7362 -0.7442  0.185
H 1.3161 5.4969 2.0233  0.077
H 0.8728 4.3332 0.7099  0.039
H -0.2284 4.6924 2.0333  0.078
H 2.0421 3.8319 3.4212  0.115
H 0.5123 2.9854 3.2892  0.111
H 2.4032 1.5202 2.7343  0.126
H 3.1230 2.7197 1.6648  0.127
H 2.9134 0.0288 1.2115  0.126
H 1.7733 -0.3165 -0.1031  0.113
H 0.8464 -0.3407 2.8393  0.082
H 1.4792 -2.5886 0.8247  0.041
H 2.7219 -2.0899 1.9527  0.085
H 1.1720 -2.8315 2.5759  0.084
H 1.6841 2.9788 -2.0227  0.151
H 0.2717 2.3638 -1.2921  0.159
H 3.3347 1.1078 -1.5280  0.142
H 4.0242 2.0650 -0.2377  0.132
C -0.6100 -3.8423 -1.4262  -0.052
C 0.6955 -4.4675 -1.8437  -0.499
O 1.7509 -4.0681 -1.3953  0.049
C 0.6391 -5.6008 -2.8343  -0.019
H -0.4017 -3.0458 -0.7120  -0.065
H -1.1167 -3.4185 -2.2956  0.092
H -1.2493 -4.5875 -0.9497  0.096
H 0.1875 -5.2583 -3.7668  0.088
H 0.0583 -6.4272 -2.4220  0.090
H 1.6490 -5.9509 -3.0414  0.084
C -3.9444 0.7132 -2.0135  -0.032
C -4.8486 0.0155 -1.0261  -0.515
O -5.0430 -1.1760 -1.0879  0.069
C -5.4970 0.8646 0.0385  -0.021
H -3.5498 -0.0174 -2.7183  0.080
H -4.5066 1.4666 -2.5676  0.087
H -3.1093 1.1811 -1.4871  0.061
H -6.1289 1.6250 -0.4236  0.088
H -4.7313 1.3403 0.6545  0.082
H -6.1160 0.2342 0.6742  0.085

- Charge: +1
- Kohn-Sham gap: 7.065 eV
- E_HOMO: -11.609 eV
- LUMO level: -4.5 eV

DFT (the ωB97M-V functional and the def2-TZVPD basis) results for a structure of composition C13H29N2O6RuSe2.

Last column: Löwdin charge in e.
Element x y z (Å)
Ru -0.4516 -0.4117 -0.5358  0.817
C 2.3747 -2.3920 -1.7612  -0.355
Se 1.0499 -2.3206 -0.3407  1.045
C 2.2600 -2.0713 1.1580  -0.484
C 3.3245 -1.0286 0.9161  -0.429
Se 2.7102 0.8463 0.8284  1.247
C 3.4296 1.3693 -0.8863  -0.278
H 3.1138 -3.1593 -1.5309  0.033
H 2.8274 -1.4226 -1.9362  0.002
H 1.8227 -2.6694 -2.6551  0.027
H 2.7286 -3.0302 1.3768  0.075
H 1.5802 -1.8242 1.9736  0.051
H 3.8634 -1.2010 -0.0140  0.050
H 4.0527 -1.0305 1.7280  0.069
H 4.4618 1.0336 -0.9660  0.041
H 3.3930 2.4560 -0.9041  0.041
H 2.7712 0.9594 -1.6564  0.004
C -2.8557 -2.9389 -3.8053  -0.021
O -3.2840 -1.6514 -3.3312  -0.001
C -2.5573 -1.1613 -2.3359  -0.554
O -1.6275 -1.7607 -1.8110  -0.031
N -3.0070 0.0525 -1.9325  0.074
N -2.1956 0.7629 -1.0271  -0.028
H -3.5359 -3.1882 -4.6127  0.094
H -2.9214 -3.6750 -3.0071  0.099
H -1.8315 -2.8845 -4.1670  0.100
H -3.5919 0.5719 -2.5664  0.159
H -2.7312 0.9616 -0.1902  0.085
H -1.8305 1.5971 -1.4793  0.099
C -3.0661 -0.9319 2.6677  -0.094
O -2.4801 -0.5223 1.4339  -0.202
C -1.1942 -1.0320 1.1701  -0.599
O -0.7218 -1.7525 2.0410  -0.085
H -4.0509 -0.4698 2.7028  0.083
H -2.4683 -0.6013 3.5177  0.082
H -3.1554 -2.0162 2.7186  0.086
O -0.0934 0.6569 -2.5284  -0.391
O 1.1657 0.2016 -2.5901  -0.313
C 1.1228 3.4048 1.4616  -0.099
C 0.2813 2.1157 1.4705  -0.689
C 0.3434 1.4820 2.8609  -0.066
C -1.1634 2.5590 1.2180  -0.066
C 0.6900 1.1302 0.3316  -0.365
H 0.7384 4.1109 2.2018  0.084
H 1.0721 3.8891 0.4824  0.089
H 2.1722 3.2333 1.7074  0.041
H -0.0905 2.1548 3.6048  0.090
H 1.3759 1.2899 3.1676  0.060
H -0.1926 0.5345 2.8921  0.066
H -1.4168 3.3821 1.8904  0.090
H -1.8526 1.7409 1.4146  0.059
H -1.2867 2.9255 0.1955  0.082
H 0.9288 1.7254 -0.5608  0.028

- Kohn-Sham gap (alpha / beta): 7.134 / 6.743 eV
- E_HOMO (alpha / beta): -6.738 / -6.346 eV
- Spin multiplicity: 2
- LUMO level (alpha / beta): 0.4 / 0.4 eV
- ⟨S²⟩: 0.758

Number 1: M 555.499 g/mol, total energy -5718.690367 Eh. Number 2: M 486.272 g/mol, total energy -2457.755969 Eh. Number 3: M 386.298 g/mol, total energy -1124.888255 Eh. Number 4: M 568.373 g/mol, total energy -5971.238721 Eh.